Entry 1:
28
Properties=species:S:1:pos:R:3:lowdin_charge:R:1 method="wB97M-V/def2-TZVPD" total_charge=+1 gap_ev=8.792 smiles="CC(=[NH2+])N(c1ccc(Cl)cc1)P(N)(N)=O" homo_energy_ev=-12.50 multiplicity=1 relative_energy_kcal_mol=3.1
C -1.35 -1.48 -1.87 0.043
C -0.57 -0.13 -1.85 -0.275
N -0.67 0.71 -2.78 0.239
N 0.14 0.29 -0.66 -0.063
C -0.28 -0.22 0.63 -0.278
C -1.64 -0.20 0.97 -0.022
C -2.00 -0.67 2.24 -0.045
C -1.00 -1.05 3.20 -0.566
Cl -1.46 -1.36 4.92 0.645
C 0.31 -1.32 2.72 -0.058
C 0.68 -0.90 1.41 -0.015
P 1.40 1.48 -0.82 0.474
N 1.87 2.04 0.61 -0.017
N 2.66 0.53 -1.54 -0.055
O 0.97 2.61 -1.70 -0.303
H -2.23 -1.22 -1.29 0.078
H -0.81 -2.39 -1.56 0.110
H -1.57 -1.70 -2.98 0.121
H -1.35 0.48 -3.55 0.185
H -0.18 1.61 -2.86 0.112
H -2.29 0.41 0.41 0.112
H -2.97 -0.42 2.51 0.085
H 0.94 -1.76 3.51 0.117
H 1.64 -1.13 1.05 0.096
H 1.87 3.11 0.55 0.136
H 1.56 1.68 1.45 0.025
H 3.02 -0.21 -0.88 0.076
H 3.30 1.22 -1.85 0.041

---

Entry 2:
49
Properties=species:S:1:pos:R:3:lowdin_charge:R:1 method="wB97M-V/def2-TZVPD" gap_ev=7.945 smiles="COc1ccc2nc(NCCc3ccc(/N=C4/NCCCS4)cc3)sc2c1" homo_energy_ev=-7.36 multiplicity=1 relative_energy_kcal_mol=63.4
C 5.18 -1.81 -6.44 -0.096
O 5.09 -0.50 -5.91 -0.104
C 4.73 -0.31 -4.61 -0.279
C 5.04 0.94 -4.12 -0.009
C 4.82 1.28 -2.76 0.012
C 4.23 0.31 -1.92 -0.349
N 3.90 0.70 -0.63 0.117
C 3.42 -0.38 -0.12 -0.609
N 2.93 -0.29 1.17 -0.005
C 2.49 -1.49 1.91 -0.226
C 1.55 -1.04 3.03 -0.158
C 0.27 -0.32 2.64 -0.217
C -0.61 0.16 3.66 -0.027
C -1.78 0.87 3.33 -0.043
C -2.10 1.10 1.96 -0.322
N -3.25 1.79 1.62 0.058
C -4.44 1.33 1.84 -0.631
N -5.43 2.18 1.44 -0.009
C -6.81 1.87 1.13 -0.214
C -7.14 0.37 1.22 -0.233
C -6.65 -0.19 2.56 -0.450
S -4.81 -0.22 2.64 0.976
C -1.25 0.55 0.99 -0.029
C -0.12 -0.13 1.32 -0.061
S 3.35 -1.88 -1.07 1.076
C 3.93 -0.97 -2.41 -0.506
C 4.18 -1.29 -3.73 -0.018
H 5.72 -1.82 -7.44 0.110
H 5.76 -2.47 -5.80 0.083
H 4.14 -2.21 -6.55 0.097
H 5.40 1.66 -4.78 0.096
H 5.06 2.28 -2.39 0.115
H 2.89 0.62 1.63 0.154
H 3.36 -2.03 2.36 0.126
H 1.96 -2.21 1.30 0.092
H 1.21 -1.93 3.56 0.120
H 2.09 -0.48 3.76 0.106
H -0.40 -0.01 4.71 0.106
H -2.40 1.24 4.11 0.089
H -4.98 2.96 0.90 0.151
H -7.51 2.50 1.72 0.122
H -6.98 2.15 0.06 0.122
H -8.20 0.24 1.22 0.099
H -6.76 -0.18 0.41 0.094
H -7.03 0.42 3.37 0.073
H -7.01 -1.23 2.69 0.084
H -1.48 0.73 -0.05 0.110
H 0.45 -0.55 0.51 0.105
H 4.01 -2.31 -4.04 0.100

---

Entry 3:
11
Properties=species:S:1:pos:R:3:lowdin_charge:R:1 method="wB97M-V/def2-TZVPD" gap_ev="8.073 / 7.458" homo_energy_ev="-8.11 / -8.33" multiplicity=1 relative_energy_kcal_mol=37.9
C -0.30 0.38 -0.82 -0.179
C -0.22 -0.55 0.44 -0.144
C 0.72 0.61 0.22 -0.167
P 3.52 -0.02 -0.68 0.042
Cl 4.50 1.36 0.39 0.037
Cl 4.20 -1.71 0.29 0.000
H 0.05 -0.13 -1.70 0.076
H -1.17 1.14 -0.97 0.125
H -0.92 -0.38 1.35 0.122
H -0.11 -1.54 0.42 0.025
H 0.91 1.51 0.77 0.063

---

Entry 4:
139
Properties=species:S:1:pos:R:3:lowdin_charge:R:1 method="wB97M-V/def2-TZVPD" total_charge=-1 gap_ev="1.542 / 8.741" homo_energy_ev="0.38 / -6.90" multiplicity=2 relative_energy_kcal_mol=15.1
C -19.18 8.27 24.25 -0.112
C -18.75 9.24 23.19 -0.379
O -17.43 9.63 23.45 -0.258
H -19.15 8.76 25.22 0.075
H -18.51 7.41 24.27 0.058
H -20.14 7.80 24.05 0.065
H -19.45 10.08 23.18 0.096
H -18.77 8.79 22.20 0.077
H -17.15 10.21 22.73 -0.004
C -14.22 10.53 25.18 -0.135
C -15.27 10.33 26.26 -0.360
O -16.04 9.20 25.99 -0.095
H -13.73 11.50 25.27 0.062
H -14.78 10.52 24.25 0.038
H -13.51 9.71 25.12 0.061
H -15.92 11.19 26.43 0.099
H -14.76 10.21 27.22 0.099
H -16.49 9.27 25.15 0.022
C -12.81 -2.39 22.12 -0.098
C -12.88 -0.97 22.65 -0.364
O -13.99 -0.49 21.97 -0.090
H -11.91 -2.87 22.53 0.063
H -12.72 -2.38 21.04 0.079
H -13.61 -2.96 22.60 0.075
H -11.94 -0.47 22.40 0.091
H -13.12 -1.03 23.71 0.108
H -14.12 0.40 22.29 0.014
C -11.99 2.38 24.70 -0.074
C -12.82 1.77 25.84 -0.271
O -14.18 1.76 25.34 -0.112
H -12.13 1.67 23.88 0.054
H -10.93 2.37 24.95 0.081
H -12.25 3.39 24.37 0.057
H -12.72 2.34 26.76 0.106
H -12.41 0.77 25.95 0.104
H -14.74 1.29 25.96 0.090
C -13.00 3.15 16.98 -0.069
C -12.57 4.30 17.89 -0.312
O -12.73 5.43 17.07 -0.087
H -13.10 2.24 17.56 0.049
H -12.28 2.85 16.22 0.063
H -13.93 3.43 16.48 0.079
H -11.53 4.15 18.16 0.088
H -13.10 4.41 18.84 0.088
H -12.74 6.17 17.68 0.014
C -10.93 6.22 23.85 -0.112
C -9.66 6.80 24.34 -0.337
O -9.30 5.91 25.38 -0.090
H -11.29 6.82 23.02 0.068
H -11.67 6.19 24.64 0.071
H -10.96 5.18 23.54 0.068
H -9.63 7.84 24.66 0.109
H -8.97 6.86 23.51 0.110
H -9.89 6.02 26.13 0.077
C -9.29 2.31 16.72 -0.043
C -9.21 1.04 17.65 -0.395
C -10.48 0.95 18.48 -0.217
O -10.56 2.08 19.36 -0.203
C -11.63 1.87 20.29 -0.086
N -9.08 -0.15 16.78 0.022
H -8.31 2.63 16.36 0.065
H -9.70 3.17 17.25 0.060
H -9.90 2.03 15.86 0.072
H -8.36 1.13 18.33 0.129
H -10.41 0.08 19.13 0.116
H -11.39 0.78 17.91 0.116
H -11.84 2.90 20.58 0.078
H -11.32 1.28 21.15 0.077
H -12.52 1.56 19.75 0.085
H -8.29 -0.07 16.15 0.061
H -8.85 -0.98 17.30 0.059
C -15.33 3.58 20.71 -0.056
C -14.63 3.61 22.04 -0.402
C -15.13 4.68 23.10 -0.142
O -14.79 5.95 22.51 -0.219
C -15.07 7.16 23.26 -0.078
N -14.71 2.23 22.54 0.055
H -15.08 2.69 20.14 0.078
H -15.09 4.42 20.06 0.053
H -16.41 3.63 20.85 0.072
H -13.57 3.78 21.87 0.114
H -14.62 4.43 24.03 0.109
H -16.20 4.51 23.21 0.115
H -14.89 8.03 22.64 0.067
H -14.38 7.17 24.11 0.075
H -16.10 7.26 23.61 0.060
H -14.47 2.15 23.52 0.027
H -15.71 2.14 22.52 0.071
C -10.30 7.94 16.72 -0.053
C -11.54 8.80 17.02 -0.465
C -12.16 8.79 18.44 -0.172
O -12.76 7.51 18.71 -0.240
C -13.30 7.33 20.02 -0.073
N -11.21 10.12 16.63 0.020
H -10.40 6.91 17.06 0.064
H -9.41 8.35 17.20 0.077
H -10.23 7.84 15.64 0.076
H -12.36 8.39 16.44 0.132
H -12.75 9.67 18.69 0.107
H -11.31 8.89 19.12 0.117
H -13.64 6.29 20.10 0.065
H -14.22 7.90 20.16 0.071
H -12.54 7.55 20.77 0.084
H -12.03 10.71 16.66 0.070
H -11.02 10.19 15.64 0.073
C -17.40 0.67 20.26 -0.052
C -18.96 0.70 20.33 -0.385
C -19.39 2.15 20.65 -0.210
O -18.78 2.65 21.83 -0.175
C -19.27 3.92 22.05 -0.149
N -19.50 0.26 19.03 0.021
H -16.82 0.77 21.18 0.056
H -17.04 1.57 19.77 0.055
H -16.93 -0.11 19.65 0.075
H -19.32 0.01 21.09 0.126
H -20.47 2.06 20.75 0.122
H -19.09 2.80 19.82 0.129
H -18.99 4.25 23.05 0.090
H -20.36 3.94 22.04 0.078
H -18.96 4.67 21.32 0.076
H -20.50 0.39 18.90 0.058
H -19.40 -0.73 18.87 0.063
C -21.18 5.70 19.45 -0.073
C -20.75 7.05 18.87 -0.444
C -19.49 7.64 19.54 -0.209
O -18.40 6.78 19.22 -0.212
C -17.22 7.00 20.05 -0.076
N -20.57 6.84 17.48 0.020
H -21.36 5.69 20.52 0.067
H -20.38 4.98 19.28 0.062
H -21.99 5.31 18.84 0.071
H -21.53 7.81 18.95 0.125
H -19.76 7.67 20.59 0.103
H -19.28 8.65 19.17 0.112
H -17.41 6.94 21.12 0.070
H -16.84 8.00 19.86 0.059
H -16.47 6.25 19.76 0.070
H -19.62 6.67 17.21 0.071
H -21.10 6.08 17.06 0.062

---

Entry 5:
86
Properties=species:S:1:pos:R:3:lowdin_charge:R:1 method="wB97M-V/def2-TZVPD" total_charge=-1 gap_ev=5.329 homo_energy_ev=-3.93 multiplicity=1
O -8.27 6.20 -3.01 -0.076
C -7.36 5.77 -2.11 -0.140
O -7.22 6.34 -0.74 -0.124
C -5.86 6.10 -0.21 -0.209
C -5.86 5.23 1.22 -0.099
C -6.33 3.70 0.86 -0.336
C -5.16 2.52 0.69 -0.214
O -5.96 1.41 0.07 -0.408
P -7.33 1.30 1.21 0.431
C -8.70 1.78 0.03 -0.258
C -9.12 0.53 -1.15 -0.197
C -7.83 -0.55 -1.59 -0.063
O -9.12 -0.95 -0.64 -0.288
O -7.34 3.01 1.68 -0.374
H -6.67 4.85 -2.42 0.165
H -5.42 7.17 0.10 0.129
H -5.16 5.61 -1.03 0.130
H -4.80 5.25 1.74 0.123
H -6.62 5.74 1.95 0.118
H -6.69 3.80 -0.25 0.096
H -4.57 2.20 1.67 0.085
H -4.26 2.75 -0.05 0.112
H -7.45 -0.17 1.15 -0.024
H -8.34 1.19 2.27 -0.026
H -6.29 0.96 2.19 -0.015
H -8.59 2.78 -0.57 0.069
H -9.72 1.84 0.64 0.085
H -9.92 0.86 -2.06 0.139
H -7.17 -1.07 -0.79 0.092
H -7.98 -0.84 -2.71 0.071
O -3.39 1.34 3.18 0.074
C -2.29 0.79 3.19 -0.487
O -1.23 1.37 2.59 -0.004
C 0.13 0.91 2.70 -0.228
C 0.41 -0.18 1.69 -0.075
C -2.13 -0.58 3.78 0.005
H 0.36 0.60 3.73 0.113
H 0.77 1.77 2.49 0.121
H -0.22 -1.06 1.85 0.063
H 1.46 -0.50 1.74 0.059
H 0.20 0.17 0.67 0.091
H -2.44 -1.32 3.05 0.098
H -2.77 -0.65 4.67 0.095
H -1.12 -0.79 4.13 0.064
O 2.10 -2.45 1.31 0.051
C 1.77 -3.49 0.75 -0.481
O 2.36 -3.87 -0.41 -0.044
C 2.18 -5.15 -1.04 -0.218
C 0.94 -5.15 -1.91 -0.062
C 0.64 -4.32 1.29 0.018
H 2.18 -5.96 -0.30 0.118
H 3.06 -5.31 -1.67 0.121
H 0.03 -4.97 -1.32 0.069
H 0.83 -6.10 -2.43 0.084
H 0.99 -4.34 -2.65 0.087
H -0.31 -3.90 0.95 0.103
H 0.68 -4.29 2.38 0.098
H 0.69 -5.37 1.01 0.071
O 5.72 -4.31 -1.53 0.073
C 5.96 -3.41 -0.73 -0.488
O 7.23 -3.19 -0.31 -0.007
C 7.64 -2.06 0.47 -0.237
C 7.42 -2.32 1.95 -0.061
C 4.85 -2.61 -0.13 0.004
H 7.16 -1.14 0.13 0.084
H 8.71 -1.93 0.29 0.125
H 6.36 -2.47 2.18 0.071
H 7.78 -1.48 2.55 0.084
H 7.94 -3.23 2.26 0.085
H 4.41 -3.17 0.71 0.089
H 4.08 -2.46 -0.89 0.096
H 5.15 -1.62 0.21 0.079
O 9.01 3.09 -1.31 0.080
C 8.67 2.05 -1.87 -0.499
O 9.26 1.67 -3.03 -0.006
C 9.08 0.39 -3.66 -0.228
C 7.84 0.39 -4.53 -0.066
C 7.54 1.22 -1.33 0.000
H 9.08 -0.41 -2.92 0.113
H 9.96 0.23 -4.29 0.124
H 6.94 0.57 -3.94 0.069
H 7.74 -0.56 -5.05 0.084
H 7.90 1.20 -5.27 0.085
H 6.60 1.64 -1.67 0.105
H 7.58 1.25 -0.24 0.094
H 7.59 0.17 -1.61 0.052

---

Entry 6:
63
Properties=species:S:1:pos:R:3:lowdin_charge:R:1 method="wB97M-V/def2-TZVPD" total_charge=-2 gap_ev=7.507 homo_energy_ev=-3.47 multiplicity=1 relative_energy_kcal_mol=0.0
Sc 0.70 0.17 1.12 0.434
S 2.77 1.31 1.91 0.619
C 1.64 2.39 2.64 -1.128
S -0.06 2.21 2.33 0.580
C 2.13 3.32 3.56 -0.400
C 3.51 3.58 3.69 -0.302
N 4.66 3.73 3.64 0.124
C 1.30 4.13 4.42 -0.263
N 0.63 4.61 5.23 0.114
N -0.15 -3.76 -0.57 0.096
C -1.11 -3.00 -1.22 -0.954
N -0.69 -2.60 -2.42 0.107
S -2.61 -2.62 -0.54 0.565
H 0.80 -3.65 -0.88 0.065
H -0.29 -3.81 0.42 0.055
H 0.33 -2.54 -2.60 0.083
H -1.28 -2.05 -3.04 0.074
C 4.88 3.61 -3.81 -0.061
C 4.41 2.34 -3.14 -0.269
C 5.28 1.29 -2.81 -0.030
C 4.82 0.17 -2.10 -0.052
C 3.48 0.03 -1.81 -0.259
C 2.61 1.07 -2.14 -0.038
C 3.05 2.19 -2.82 -0.036
S 2.92 -1.50 -1.07 0.516
O 2.27 -2.37 -2.06 -0.343
O 4.05 -2.13 -0.41 -0.301
O 1.88 -1.05 -0.12 -0.474
H 4.77 4.51 -3.08 0.118
H 4.28 3.87 -4.64 0.051
H 5.90 3.52 -4.12 0.056
H 6.31 1.38 -3.08 0.091
H 5.48 -0.64 -1.75 0.113
H 1.55 0.98 -1.87 0.110
H 2.39 3.01 -2.95 0.111
F -4.24 -4.84 4.57 0.097
C -3.19 -4.14 4.16 -0.138
C -1.92 -4.70 3.98 -0.114
F -1.59 -5.98 4.30 0.076
C -0.85 -3.91 3.54 -0.292
F 0.32 -4.51 3.44 0.089
C -1.03 -2.58 3.24 -0.560
S 0.40 -1.74 2.77 0.678
C -2.27 -2.05 3.41 -0.248
F -2.48 -0.78 3.00 0.069
C -3.34 -2.75 3.92 -0.116
F -4.55 -2.17 4.11 0.086
O -2.85 1.80 -4.14 -0.309
S -2.88 0.66 -3.28 0.612
O -3.23 -0.61 -3.89 -0.327
N -1.46 0.44 -2.54 -0.018
C -1.51 0.58 -1.24 -0.477
O -0.57 0.46 -0.40 -0.149
C -2.91 0.95 -0.74 -0.124
C -3.31 1.31 0.55 0.013
C -4.65 1.73 0.72 -0.057
C -5.55 1.81 -0.36 -0.074
C -5.10 1.46 -1.64 -0.049
C -3.81 1.03 -1.81 -0.214
H -2.67 1.20 1.41 0.075
H -5.05 2.02 1.68 0.099
H -6.59 2.09 -0.19 0.095
H -5.74 1.54 -2.49 0.102

---

Entry 7:
72
Properties=species:S:1:pos:R:3:lowdin_charge:R:1 method="wB97M-V/def2-TZVPD" total_charge=+2 gap_ev="7.787 / 5.948" homo_energy_ev="-14.12 / -14.12" multiplicity=6 relative_energy_kcal_mol=0.0
Fe -0.15 -0.19 0.18 0.965
Br 2.09 -0.13 -2.48 0.938
C 2.84 0.06 -0.75 -0.680
C 4.20 0.17 -0.55 -0.034
C 4.65 0.27 0.77 0.025
C 3.75 0.26 1.82 0.062
C 2.41 0.16 1.52 -0.159
N 1.97 0.06 0.26 -0.016
C 1.31 0.08 2.55 -0.481
O 1.48 0.10 3.72 0.203
O 0.10 -0.02 1.95 -0.147
H 4.89 0.17 -1.38 0.127
H 5.72 0.36 0.96 0.138
H 4.06 0.33 2.85 0.146
C 4.11 5.56 -3.17 -0.061
C 2.68 5.80 -3.63 -0.173
N 1.72 4.81 -3.11 -0.046
C 1.20 3.83 -4.06 -0.192
C 2.26 2.82 -4.50 -0.089
C 1.40 4.90 -1.81 -0.426
O 1.83 5.75 -1.06 0.095
C 0.40 3.94 -1.18 -0.070
C -0.62 4.53 -0.44 0.064
C -1.47 3.74 0.31 0.010
C -1.26 2.38 0.32 -0.154
N -0.28 1.79 -0.39 -0.036
C 0.54 2.57 -1.12 -0.065
H 4.76 6.32 -3.61 0.087
H 4.47 4.58 -3.50 0.067
H 4.18 5.63 -2.09 0.073
H 2.61 5.77 -4.72 0.123
H 2.35 6.78 -3.29 0.129
H 0.84 4.37 -4.93 0.130
H 0.34 3.32 -3.62 0.108
H 3.02 3.29 -5.12 0.082
H 1.80 2.02 -5.09 0.078
H 2.76 2.38 -3.63 0.023
H -0.72 5.61 -0.44 0.148
H -2.25 4.17 0.92 0.133
H -1.85 1.74 0.95 0.091
H 1.35 2.08 -1.65 0.036
C -3.77 0.87 -0.62 -0.333
S -2.69 -0.57 -0.52 0.826
C -3.70 -1.61 0.56 -0.304
H -4.70 0.54 -1.09 0.065
H -3.30 1.62 -1.25 0.048
H -3.99 1.28 0.37 0.060
H -3.95 -1.08 1.48 0.070
H -3.16 -2.52 0.79 0.014
H -4.60 -1.87 0.01 0.068
C -0.33 -2.87 1.32 -0.162
N -0.34 -4.31 1.37 -0.068
C -1.07 -4.86 0.23 -0.129
N -0.47 -4.43 -1.04 -0.074
C -0.49 -2.99 -1.12 -0.180
N 0.27 -2.34 0.03 -0.123
C 1.68 -2.91 -0.03 -0.163
N 1.68 -4.34 0.04 -0.072
C 1.05 -4.78 1.30 -0.128
C 0.92 -4.89 -1.08 -0.130
H 0.25 -2.49 2.16 0.128
H -1.35 -2.49 1.41 0.095
H -2.11 -4.54 0.27 0.128
H -1.04 -5.94 0.28 0.142
H -1.52 -2.64 -1.11 0.060
H -0.01 -2.67 -2.05 0.122
H 2.24 -2.51 0.82 0.130
H 2.14 -2.60 -0.96 0.096
H 1.61 -4.38 2.14 0.140
H 1.07 -5.87 1.35 0.142
H 0.93 -5.98 -1.03 0.141
H 1.38 -4.58 -2.02 0.138